# 1
ORCA calculation (ωB97M-V/def2-TZVPD) on C7H10O in the gas phase at a distorted geometry.

XYZ file:
```
18
Properties=species:S:1:pos:R:3:forces:R:3
C -2.0002 0.6104 1.2028 0.6263 0.4020 -0.4119
C -2.1226 -0.3247 0.2819 -0.8390 -3.4894 -0.9958
C -0.9162 -1.4174 -0.3948 -2.7483 4.2567 2.8975
O -1.0465 -2.5863 -0.4985 0.0720 -0.0508 -0.4750
C 0.0802 -0.3780 -0.4063 4.5963 -1.5648 -0.4945
C 0.1103 0.5365 -1.6037 -0.0786 0.1880 0.0039
C 1.0294 -0.4427 0.5770 -0.5675 -0.1025 -1.8539
C 2.3736 0.2188 0.5265 -0.1309 0.7619 0.7475
H -1.0282 1.0550 1.3901 0.0725 -0.1835 0.3751
H -2.8409 1.0527 1.7190 -0.1718 -0.0181 -0.1660
H -3.0836 -0.7491 0.0045 -0.3823 0.2661 0.2840
H -0.5462 1.3837 -1.4256 -0.1794 0.1307 -0.0591
H 1.0936 0.9416 -1.8190 0.1782 -0.0621 0.2411
H -0.2133 0.0583 -2.5259 -0.1875 -0.2170 0.0690
H 0.8858 -1.1601 1.3744 -0.0341 -0.1800 -0.0134
H 2.4977 0.9135 -0.2964 -0.1233 0.0236 -0.1777
H 2.5409 0.8009 1.4405 0.1880 -0.0861 -0.0479
H 3.1862 -0.5130 0.4536 -0.2904 -0.0748 0.0771
```
Forces are in eV/Å.

Summary:
SMILES: C=CC(=O)/C(C)=C/C
Relative energy (zero: lowest compared OMol25 entry of this formula, charge and spin), kcal/mol: 70.6
M, g mol⁻¹: 110.2

Table of natural (NBO) atomic charges, one value per atom, all in e:
1 C -0.394
2 C -0.325
3 C 0.641
4 O -0.480
5 C -0.119
6 C -0.640
7 C -0.181
8 C -0.643
9 H 0.198
10 H 0.209
11 H 0.196
12 H 0.230
13 H 0.227
14 H 0.225
15 H 0.206
16 H 0.210
17 H 0.214
18 H 0.226

---

# 2
ORCA calculation (ωB97M-V/def2-TZVPD) on 2 unconnected molecules or ions with the total composition C7H10O3 at a distorted geometry.

XYZ file:
```
20
Properties=species:S:1:pos:R:3:forces:R:3
C 0.9449 -3.4212 2.0670 -0.0045 -0.1504 -0.1993
C 0.4150 -3.9433 0.9282 0.3536 -0.0600 0.3916
O -0.6514 -3.2078 0.5305 -0.0819 0.0999 -0.4163
C -0.7935 -2.1728 1.3970 0.3531 -0.0012 0.5139
C -1.8931 -1.2034 1.1278 -0.2383 -0.1095 0.0327
C -1.6631 -0.3664 -0.1101 0.0970 -0.1544 -0.2878
C -2.1053 1.0316 -0.1648 1.0070 -1.2640 -0.1575
O -0.6450 0.6221 -0.0059 -2.1704 0.6903 -0.0441
C 0.1620 -2.2539 2.3663 -0.2897 0.0441 -0.0638
H 1.7802 -3.8251 2.6329 -0.2306 0.1847 -0.2387
H 0.6920 -4.7775 0.2907 -0.1863 0.2311 0.2717
H -2.0019 -0.5484 2.0021 0.0694 -0.1045 -0.2076
H -2.8447 -1.7428 0.9974 0.2041 0.0761 0.0778
H -1.6399 -0.9209 -1.0551 0.0590 0.0214 0.2919
H -2.3754 1.4399 -1.1436 0.3681 0.0871 0.5107
H -2.6480 1.4054 0.7084 0.6498 0.1996 -0.2275
H 0.2782 -1.5689 3.2023 -0.0090 -0.2213 -0.2909
O -0.5653 3.3194 0.2310 2.0232 -1.7274 0.0566
H 0.1095 2.5360 0.3704 -2.2578 2.3526 -0.1532
H -0.8643 3.6193 1.0935 0.2841 -0.1943 0.1396
```
Forces are in eV/Å.

Summary:
SMILES: c1coc(C[C@H]2CO2)c1.O
Relative energy (zero: lowest compared OMol25 entry of this formula, charge and spin), kcal/mol: 44.5
M, g mol⁻¹: 142.2

Table of natural (NBO) atomic charges, one value per atom, all in e:
1 C -0.314
2 C 0.081
3 O -0.415
4 C 0.282
5 C -0.469
6 C 0.060
7 C -0.099
8 O -0.529
9 C -0.303
10 H 0.230
11 H 0.206
12 H 0.228
13 H 0.230
14 H 0.186
15 H 0.206
16 H 0.189
17 H 0.227
18 O -0.961
19 H 0.499
20 H 0.466

---

# 3
ORCA calculation (ωB97M-V/def2-TZVPD) on C7H10S in the gas phase at a distorted geometry.

XYZ file:
```
18
Properties=species:S:1:pos:R:3:forces:R:3
C -0.5873 2.0675 2.1488 0.5666 -2.8993 -2.1382
C -0.4905 0.9339 1.4642 -0.7937 0.1935 -3.0184
C -0.8513 -0.3488 2.1474 -0.5948 -1.3384 -2.7077
C -0.1766 0.9366 -0.1321 -0.6473 2.0062 1.6031
S -0.4930 2.2816 -1.0702 0.0817 -0.8915 1.1174
C 0.4126 -0.2600 -0.6800 0.2137 -0.2848 -0.2184
C 0.4810 -0.4505 -2.0369 1.1625 -2.3510 3.7565
C 1.0072 -1.6589 -2.6476 2.0459 -1.3359 1.2368
H -0.8439 2.0309 3.1188 -0.9377 -0.0018 3.3297
H -0.3475 2.9437 1.7306 0.7946 3.2473 -1.5268
H 0.0784 -0.8522 2.2968 0.4785 -1.2589 -0.1838
H -1.7087 -1.0377 1.6966 2.0497 1.5675 0.7045
H -1.0911 -0.0525 3.0939 -1.2068 0.4400 2.6366
H 0.7996 -0.9024 0.1734 -0.4327 0.0109 -1.8773
H 0.2165 0.2394 -2.7166 -1.4100 2.8512 -1.7052
H 1.9025 -1.4639 -3.2797 0.4693 0.2439 1.1812
H 0.5011 -1.9970 -3.5181 -1.7428 -0.8412 -0.1411
H 1.1910 -2.4096 -1.7893 -0.0968 0.6422 -2.0488
```
Forces are in eV/Å.

Summary:
SMILES: C=C(C)C(=S)/C=C/C
Relative energy (zero: lowest compared OMol25 entry of this formula, charge and spin), kcal/mol: 70.4
M, g mol⁻¹: 126.2

Table of natural (NBO) atomic charges, one value per atom, all in e:
1 C -0.332
2 C -0.031
3 C -0.646
4 C -0.084
5 S -0.039
6 C -0.342
7 C -0.022
8 C -0.671
9 H 0.183
10 H 0.205
11 H 0.212
12 H 0.224
13 H 0.215
14 H 0.219
15 H 0.210
16 H 0.239
17 H 0.239
18 H 0.221

---

# 4
ORCA calculation (ωB97M-V/def2-TZVPD) on C7H10S in the gas phase at a distorted geometry.

XYZ file:
```
18
Properties=species:S:1:pos:R:3:forces:R:3
C 1.6278 -0.4385 -2.3014 2.2052 -1.1140 -1.7727
C 1.0545 -0.2005 -1.1704 -0.5430 -0.4153 1.2082
S 1.8465 -0.3644 0.4696 -0.2436 0.3177 -0.4255
C 0.2052 -0.3178 1.4159 0.3473 -0.3575 -1.1233
C -0.1021 0.9923 2.0247 0.0674 3.0398 1.7395
C -0.7483 -0.6713 0.2647 1.2201 -1.5818 0.9465
C -1.7601 -0.1597 -0.7178 0.3224 -0.2777 -0.1900
C -0.3058 0.2244 -0.8505 -0.3044 -0.1291 -0.4488
H 1.0533 -0.4721 -3.2305 0.3587 0.2931 0.2647
H 2.7083 -0.7418 -2.2988 -1.1800 0.2745 -0.3381
H 0.3833 -1.1547 2.1020 -0.5746 0.4480 0.2483
H 0.7670 1.5260 2.6352 -1.7305 -1.3706 -1.3133
H -0.5155 1.8024 1.3075 0.9166 -1.4852 0.8893
H -0.9434 0.8115 2.7205 0.3906 0.2576 -0.0002
H -0.5323 -1.7754 0.0553 -0.3284 1.6263 -0.2120
H -2.4266 0.6733 -0.5570 -0.0663 0.0550 0.0945
H -2.1471 -0.9911 -1.2782 -0.3893 0.0047 -0.2527
H -0.1646 1.2575 -0.5906 -0.4681 0.4145 0.6857
```
Forces are in eV/Å.

Summary:
SMILES: C=C1S[C@@H](C)[C@H]2C[C@H]12
Relative energy (zero: lowest compared OMol25 entry of this formula, charge and spin), kcal/mol: 81.7
M, g mol⁻¹: 126.2

Table of natural (NBO) atomic charges, one value per atom, all in e:
1 C -0.433
2 C -0.089
3 S 0.156
4 C -0.285
5 C -0.638
6 C -0.242
7 C -0.345
8 C -0.322
9 H 0.213
10 H 0.206
11 H 0.232
12 H 0.228
13 H 0.212
14 H 0.217
15 H 0.214
16 H 0.228
17 H 0.228
18 H 0.217